# C28H12BBr2Cl92N2O3P2

A structure of composition C28H12BBr2Cl92N2O3P2 in a non-equilibrium geometry (the ωB97M-V functional and the def2-TZVPD basis, the OMol25 dataset).

ORCA input file:
```
! wB97M-V def2-TZVPD RIJCOSX def2/J DEFGRID3
* xyz -1 1
C 6.655 3.117 3.510
C 5.451 3.595 2.690
N 5.448 3.512 1.410
C 4.316 4.215 3.470
B 2.818 3.575 3.279
P 1.575 5.120 3.765
O 0.140 4.467 4.320
Br 0.879 5.996 1.797
O 2.428 2.540 4.279
C 1.517 1.722 3.561
C 2.296 1.623 2.241
Br 1.351 0.678 0.831
P 3.751 0.526 2.667
N 3.313 -0.728 3.535
O 2.549 2.943 1.962
H 6.393 2.938 4.555
H 7.407 3.919 3.473
H 7.104 2.233 3.048
H 6.317 3.071 1.098
H 4.570 4.205 4.537
H 4.264 5.266 3.160
H 0.259 4.173 5.228
H 1.228 0.789 4.043
H 0.612 2.279 3.268
H 4.681 1.319 3.351
H 4.375 0.146 1.461
H 3.553 -1.594 3.064
C 1.868 -0.513 7.296
Cl 1.433 1.100 6.739
Cl 3.540 -0.860 6.876
Cl 1.655 -0.642 9.055
Cl 0.815 -1.656 6.454
C 0.291 -2.737 -1.128
Cl -0.062 -1.119 -1.746
Cl 1.941 -3.180 -1.572
Cl 0.144 -2.758 0.629
Cl -0.851 -3.900 -1.827
C 0.916 2.625 -3.191
Cl 1.550 3.679 -1.937
Cl -0.495 1.755 -2.566
Cl 0.437 3.593 -4.614
Cl 2.152 1.458 -3.672
C 4.550 8.774 4.332
Cl 3.265 7.568 4.125
Cl 4.581 9.375 5.999
Cl 6.106 8.008 3.965
Cl 4.280 10.127 3.219
C 6.410 9.166 -0.110
Cl 7.414 9.989 1.092
Cl 6.117 7.505 0.391
Cl 4.871 10.018 -0.272
Cl 7.251 9.178 -1.670
C -2.291 -0.191 -5.780
Cl -3.323 0.037 -7.196
Cl -1.214 1.191 -5.585
Cl -3.282 -0.331 -4.319
Cl -1.339 -1.666 -5.982
C -0.696 -5.298 4.792
Cl -1.114 -3.590 4.690
Cl 0.982 -5.502 4.280
Cl -0.921 -5.873 6.457
Cl -1.749 -6.207 3.714
C -6.896 0.531 -2.723
Cl -5.595 1.717 -2.745
Cl -6.385 -0.873 -1.786
Cl -8.345 1.236 -2.003
Cl -7.254 0.031 -4.386
C 2.686 -9.050 5.823
Cl 3.721 -8.719 7.213
Cl 2.410 -10.794 5.698
Cl 1.148 -8.213 6.015
Cl 3.487 -8.479 4.351
C -4.985 -5.298 6.450
Cl -4.537 -6.730 5.511
Cl -6.665 -5.447 6.985
Cl -3.925 -5.158 7.860
Cl -4.817 -3.861 5.443
C -0.480 10.088 4.374
Cl -0.299 10.965 2.846
Cl -0.279 8.369 4.091
Cl 0.744 10.655 5.516
Cl -2.094 10.410 5.038
C -6.834 1.092 -9.004
Cl -6.112 2.682 -9.252
Cl -8.473 1.071 -9.665
Cl -5.853 -0.133 -9.823
Cl -6.882 0.733 -7.276
C -6.189 -4.965 -3.201
Cl -6.899 -3.462 -3.782
Cl -4.542 -5.121 -3.823
Cl -6.146 -4.945 -1.432
Cl -7.164 -6.336 -3.748
C -1.565 6.928 -5.982
Cl -0.795 8.511 -6.139
Cl -3.157 6.970 -6.755
Cl -0.565 5.711 -6.783
Cl -1.744 6.521 -4.281
C -2.305 -3.879 -9.412
Cl -2.801 -4.355 -7.787
Cl -2.459 -5.263 -10.504
Cl -3.340 -2.567 -9.985
Cl -0.626 -3.335 -9.382
C -2.555 -7.358 -0.307
Cl -3.452 -5.993 -0.984
Cl -2.718 -8.747 -1.380
Cl -0.852 -6.921 -0.150
Cl -3.206 -7.748 1.292
C -2.626 5.822 -0.131
Cl -1.992 7.450 -0.385
Cl -4.167 5.618 -1.006
Cl -1.462 4.641 -0.728
Cl -2.901 5.566 1.590
C 8.020 -9.799 7.832
Cl 7.100 -9.210 6.449
Cl 9.215 -8.589 8.309
Cl 6.918 -10.100 9.182
Cl 8.843 -11.303 7.401
C 3.046 1.768 -8.139
Cl 3.408 0.130 -8.700
Cl 1.412 1.816 -7.480
Cl 4.200 2.230 -6.887
Cl 3.171 2.894 -9.498
C -7.146 -9.783 -2.084
Cl -8.036 -8.980 -3.382
Cl -6.010 -8.647 -1.359
Cl -8.280 -10.358 -0.857
Cl -6.251 -11.156 -2.749
C -2.537 -7.604 -5.416
Cl -2.482 -5.991 -6.135
Cl -2.646 -8.819 -6.698
Cl -1.066 -7.874 -4.479
Cl -3.959 -7.727 -4.374
C 5.020 -5.160 0.376
Cl 6.404 -5.687 1.342
Cl 4.316 -3.711 1.084
Cl 5.555 -4.808 -1.273
Cl 3.808 -6.446 0.335
C -4.754 10.511 -1.343
Cl -5.736 11.271 -2.606
Cl -4.758 8.763 -1.551
Cl -3.094 11.111 -1.453
Cl -5.420 10.920 0.242
*
```

Properties
Electronic energy (Ha): -49602.42054

***

# C28H13CdCl7F6N4O3

A structure of composition C28H13CdCl7F6N4O3 in a non-equilibrium geometry (the ωB97M-V functional and the def2-TZVPD basis, the OMol25 dataset).

ORCA input file:
```
! wB97M-V def2-TZVPD RIJCOSX def2/J DEFGRID3
* xyz -2 1
Cd 0.147 -0.043 0.235
Cl -5.792 -3.557 0.278
C -4.770 -2.249 -0.159
C -3.747 -2.031 0.765
C -2.790 -1.035 0.569
N -1.769 -0.815 1.399
C -1.784 -1.359 2.640
O -2.570 -2.079 3.257
C -0.624 -0.871 3.533
C -0.650 -1.261 4.869
C 0.363 -0.911 5.718
C 1.382 -0.131 5.208
C 1.239 0.415 3.927
N 0.358 -0.044 3.078
C -2.915 -0.259 -0.635
C -4.100 -0.335 -1.389
C -4.959 -1.371 -1.228
Cl -6.165 -1.607 -2.470
N -1.829 0.423 -1.028
C -1.891 1.202 -2.134
O -2.892 1.627 -2.734
C -0.618 1.811 -2.504
C -0.710 3.034 -3.207
C 0.466 3.701 -3.604
C 1.670 3.250 -3.082
C 1.636 2.009 -2.448
N 0.581 1.300 -2.161
H -3.573 -2.684 1.567
H -1.453 -1.877 5.154
H 0.296 -1.127 6.776
H 2.313 0.048 5.736
H 1.810 1.279 3.598
H -4.245 0.454 -2.132
H -1.695 3.387 -3.436
H 0.433 4.606 -4.262
H 2.615 3.747 -3.312
H 2.631 1.532 -2.163
Cl 3.635 0.292 0.553
C 2.810 1.794 0.574
C 1.424 1.827 0.733
C 0.780 2.951 1.206
Cl -0.950 2.790 1.490
C 1.423 4.216 1.151
Cl 0.615 5.638 1.686
C 2.752 4.235 0.699
Cl 3.525 5.648 0.044
C 3.495 3.019 0.677
Cl 5.183 3.042 0.772
C 2.091 -2.071 -2.457
C 1.313 -2.797 -1.306
O 1.242 -2.037 -0.176
C -0.201 -3.211 -1.904
F -0.068 -4.034 -2.950
F -0.879 -2.082 -2.332
F -1.029 -3.800 -0.944
C 2.176 -4.160 -0.961
F 2.360 -4.996 -2.065
F 3.445 -3.869 -0.520
F 1.538 -4.908 -0.035
H 1.689 -1.098 -2.585
H 2.107 -2.640 -3.438
H 3.126 -1.925 -2.130
*
```

Properties
Electronic energy (Ha): -5507.96885